No. 1
This record from the OMol25 dataset describes 2 unconnected molecules or ions with the total composition C5H6F2O in a non-equilibrium geometry. The level of theory is ωB97M-V with the def2-TZVPD basis set.

Properties
ΔE to the lowest compared entry with this formula, charge and spin   1.0954 eV
Kohn-Sham gap   10.151 eV
HOMO level   -9.1 eV

CARTESIAN COORDINATES (ANGSTROEM)
C 1.803 1.038 0.747
C -0.614 0.409 0.259
C -0.004 -0.570 -0.382
C -1.094 1.567 -0.663
C 0.481 -1.817 0.175
O 2.253 0.216 1.410
F -0.983 0.362 1.534
F -0.040 -0.466 -1.744
H -2.034 1.311 -1.105
H -0.405 1.818 -1.456
H -1.065 2.443 0.013
H 1.600 -1.795 0.297
H 0.017 -2.666 -0.291
H 0.085 -1.850 1.206

Charges in e, computed with Löwdin, in the same order as the atoms:
1 C 0.065
2 C -0.367
3 C -0.372
4 C 0.000
5 C -0.017
6 O 0.041
7 F 0.089
8 F 0.041
9 H 0.074
10 H 0.074
11 H 0.091
12 H 0.096
13 H 0.087
14 H 0.098

---

No. 2
This record from the OMol25 dataset describes C4H10O in the gas phase. The level of theory is ωB97M-V with the def2-TZVPD basis set.

Properties
ΔE to the lowest compared entry with this formula, charge and spin   0.3942 eV
Kohn-Sham gap   11.067 eV
SMILES   CC[C@@H](C)O
HOMO level   -10.1 eV

CARTESIAN COORDINATES (ANGSTROEM)
C 1.941 -0.030 0.027
C 0.661 -0.485 -0.664
C -0.598 0.405 -0.518
C -1.739 -0.415 0.068
O -0.325 1.532 0.304
H 1.784 0.242 1.075
H 2.382 0.833 -0.476
H 2.662 -0.857 -0.007
H 0.851 -0.606 -1.734
H 0.436 -1.495 -0.302
H -0.896 0.748 -1.521
H -1.854 -1.339 -0.507
H -1.465 -0.652 1.103
H -2.700 0.118 0.060
H -1.175 1.945 0.510

Charges in e, computed with Löwdin, in the same order as the atoms:
1 C -0.109
2 C -0.213
3 C -0.452
4 C -0.068
5 O -0.053
6 H 0.073
7 H 0.073
8 H 0.071
9 H 0.106
10 H 0.100
11 H 0.132
12 H 0.081
13 H 0.090
14 H 0.078
15 H 0.091

---

No. 3
This record from the OMol25 dataset describes 2 unconnected molecules or ions with the total composition C5H7FOS in a non-equilibrium geometry. The level of theory is ωB97M-V with the def2-TZVPD basis set.

Properties
ΔE to the lowest compared entry with this formula, charge and spin   6.7090 eV
Kohn-Sham gap   6.797 eV
HOMO level   -8.7 eV

CARTESIAN COORDINATES (ANGSTROEM)
C 0.833 1.546 -0.382
C -0.344 0.806 -0.932
C -1.046 -0.126 -0.358
C -0.899 -0.745 1.003
C -0.176 -2.041 0.831
H 2.940 1.100 -1.637
H 1.336 2.557 -0.866
H 0.720 1.657 0.804
H -2.061 -0.312 -0.825
H -0.523 0.001 1.901
H -1.935 -0.973 1.413
H 0.842 -1.800 0.222
O 1.866 0.567 -0.433
F -0.933 1.371 -1.995
S -0.621 -3.608 1.254

Charges in e, computed with Löwdin, in the same order as the atoms:
1 C -0.255
2 C -0.321
3 C -0.082
4 C -0.295
5 C -0.662
6 H 0.333
7 H 0.163
8 H 0.145
9 H 0.153
10 H 0.172
11 H 0.111
12 H 0.106
13 O -0.223
14 F 0.049
15 S 0.605

---

No. 4
This record from the OMol25 dataset describes a molecular structure, C34H39BN8PSn in a non-equilibrium geometry. The level of theory is ωB97M-V with the def2-TZVPD basis set.

Properties
Charge   +3
ΔE to the lowest compared entry with this formula, charge and spin   0.4414 eV
Kohn-Sham gap   6.531 eV
HOMO level   -16.5 eV

CARTESIAN COORDINATES (ANGSTROEM)
Sn -2.060 -0.463 1.244
C -1.882 -3.951 0.328
C -1.619 -2.894 -0.716
C -1.194 -3.109 -2.019
C -1.093 -1.833 -2.583
C -0.691 -1.455 -4.001
N -1.473 -0.928 -1.671
N -1.794 -1.556 -0.532
B -1.897 0.493 -1.968
N -3.199 0.893 -1.297
N -3.315 0.824 0.067
C -4.481 1.399 0.412
C -5.012 1.472 1.808
C -5.059 1.962 -0.731
C -4.215 1.625 -1.790
C -4.266 1.952 -3.229
N -0.779 1.513 -1.395
N -0.472 1.483 -0.211
C 0.352 2.688 0.088
C -0.402 3.640 1.053
C 0.551 3.296 -1.273
C -0.189 2.601 -2.136
C -0.452 2.847 -3.564
H -1.077 -4.699 0.264
H -2.819 -4.450 0.117
H -1.966 -3.557 1.331
H -1.060 -4.078 -2.470
H -0.018 -2.223 -4.422
H -0.113 -0.500 -4.027
H -1.532 -1.402 -4.680
H -1.949 0.631 -3.173
H -4.287 1.613 2.630
H -5.539 0.557 1.995
H -5.703 2.322 1.845
H -6.004 2.560 -0.770
H -5.305 2.041 -3.470
H -3.819 1.170 -3.836
H -3.743 2.836 -3.474
H -0.326 3.247 2.060
H -1.465 3.734 0.785
H 0.056 4.655 0.982
H 1.147 4.185 -1.465
H 0.161 3.688 -3.894
H -1.498 3.061 -3.705
H -0.169 1.998 -4.231
N -0.833 -6.210 3.528
C 0.053 -5.550 3.195
C 1.042 -4.661 2.664
C 2.245 -5.155 2.162
C 3.176 -4.259 1.661
C 2.795 -2.926 1.655
N 1.613 -2.439 2.018
C 0.798 -3.309 2.572
H 2.468 -6.234 2.141
H 4.149 -4.585 1.349
H 3.505 -2.180 1.263
H -0.166 -2.942 2.894
C 3.045 3.452 0.936
P 1.985 2.018 0.765
C 1.750 1.163 2.311
C 2.936 0.609 2.819
C 2.896 -0.058 4.045
C 1.681 -0.174 4.731
C 0.538 0.351 4.211
C 0.572 1.062 3.015
C 2.733 0.893 -0.438
C 2.272 -0.391 -0.549
C 2.836 -1.238 -1.486
C 3.802 -0.753 -2.366
C 4.264 0.555 -2.272
C 3.738 1.370 -1.293
H 4.029 3.099 1.182
H 2.638 4.133 1.708
H 3.026 4.030 -0.006
H 3.849 0.717 2.279
H 3.849 -0.419 4.408
H 1.701 -0.635 5.719
H -0.394 0.282 4.780
H -0.313 1.596 2.739
H 1.566 -0.753 0.158
H 2.478 -2.254 -1.533
H 4.283 -1.400 -3.100
H 5.036 0.912 -2.920
H 4.033 2.391 -1.222

Charges in e, computed with Löwdin, in the same order as the atoms:
1 Sn 1.396
2 C 0.000
3 C -0.278
4 C 0.074
5 C -0.204
6 C 0.014
7 N 0.009
8 N -0.144
9 B -0.499
10 N 0.037
11 N -0.140
12 C -0.313
13 C -0.013
14 C 0.076
15 C -0.210
16 C 0.022
17 N 0.113
18 N 0.123
19 C -0.466
20 C 0.018
21 C 0.059
22 C -0.179
23 C 0.019
24 H 0.106
25 H 0.105
26 H 0.043
27 H 0.142
28 H 0.105
29 H 0.082
30 H 0.098
31 H 0.122
32 H 0.086
33 H 0.091
34 H 0.106
35 H 0.161
36 H 0.104
37 H 0.090
38 H 0.079
39 H 0.060
40 H 0.111
41 H 0.123
42 H 0.155
43 H 0.112
44 H 0.082
45 H 0.113
46 N 0.201
47 C -0.168
48 C -0.210
49 C 0.021
50 C -0.013
51 C -0.146
52 N 0.077
53 C -0.131
54 H 0.149
55 H 0.120
56 H 0.111
57 H 0.099
58 C -0.130
59 P 1.109
60 C -0.319
61 C -0.064
62 C -0.016
63 C -0.033
64 C -0.067
65 C -0.151
66 C -0.308
67 C -0.114
68 C -0.047
69 C -0.018
70 C -0.027
71 C -0.054
72 H 0.076
73 H 0.096
74 H 0.076
75 H 0.111
76 H 0.128
77 H 0.136
78 H 0.131
79 H 0.046
80 H 0.072
81 H 0.116
82 H 0.131
83 H 0.123
84 H 0.097

---

No. 5
This record from the OMol25 dataset describes a molecular structure, C30H34BrFN2O2S4V in a non-equilibrium geometry. The level of theory is ωB97M-V with the def2-TZVPD basis set.

Properties
Charge   +2
ΔE to the lowest compared entry with this formula, charge and spin   2.0590 eV
Kohn-Sham gap (spin up / spin down)   6.106 / 6.615 eV
Spin multiplicity   2
HOMO level (spin up / spin down)   -13.2 / -13.2 eV

CARTESIAN COORDINATES (ANGSTROEM)
V 0.996 0.464 0.046
C 0.752 3.897 1.140
C 0.883 3.970 -0.366
S 2.025 2.619 -0.853
C 2.153 2.836 -2.660
C 0.851 2.935 -3.431
S -0.263 1.530 -3.062
C -1.843 2.417 -2.756
C -2.817 1.547 -1.985
S -2.191 0.975 -0.365
C -2.424 2.455 0.692
C -1.555 2.356 1.931
S 0.252 2.222 1.689
H 0.035 4.622 1.522
H 1.724 4.062 1.609
H 1.332 4.913 -0.679
H -0.078 3.827 -0.858
H 2.732 1.969 -2.981
H 2.746 3.741 -2.805
H 1.082 2.910 -4.497
H 0.317 3.860 -3.222
H -2.277 2.666 -3.725
H -1.628 3.340 -2.216
H -3.024 0.630 -2.539
H -3.756 2.076 -1.811
H -3.471 2.465 1.005
H -2.220 3.349 0.099
H -1.809 1.449 2.482
H -1.712 3.220 2.578
O 2.188 -2.766 -0.644
C 1.579 -3.138 -1.790
C 2.199 -4.129 -2.554
C 1.612 -4.592 -3.712
C 0.392 -4.079 -4.134
C -0.218 -3.075 -3.404
C 0.371 -2.589 -2.242
C -0.328 -1.520 -1.416
O 0.431 -0.462 -1.071
N -0.727 -2.116 -0.131
N -0.328 -1.446 0.956
C -0.819 -1.719 2.108
C -0.314 -1.145 3.316
Br 1.488 -0.478 3.113
C -0.964 -1.107 4.498
C -2.373 -1.415 4.631
C -2.873 -1.909 5.843
C -4.209 -2.238 5.967
C -5.076 -2.080 4.894
C -4.606 -1.546 3.701
C -3.275 -1.202 3.577
H 1.622 -2.216 -0.084
H 3.132 -4.526 -2.185
H 2.094 -5.371 -4.282
H -0.088 -4.460 -5.021
H -1.168 -2.669 -3.723
H -1.228 -1.166 -1.961
H -1.611 -2.617 -0.099
H -1.597 -2.476 2.210
H -0.437 -0.812 5.395
H -2.203 -2.061 6.675
H -4.588 -2.619 6.903
H -6.115 -2.363 4.981
H -5.282 -1.382 2.875
H -2.923 -0.730 2.668
F 6.851 0.029 -1.560
C 5.572 0.055 -1.199
C 5.242 0.423 0.099
C 3.907 0.461 0.463
C 2.921 0.107 -0.446
C 3.273 -0.254 -1.743
C 4.600 -0.283 -2.132
H 6.015 0.683 0.805
H 3.650 0.762 1.474
H 2.511 -0.525 -2.467
H 4.891 -0.562 -3.134

Charges in e, computed with Löwdin, in the same order as the atoms:
1 V 0.652
2 C -0.439
3 C -0.436
4 S 0.971
5 C -0.421
6 C -0.468
7 S 0.916
8 C -0.489
9 C -0.482
10 S 0.890
11 C -0.465
12 C -0.447
13 S 0.836
14 H 0.107
15 H 0.092
16 H 0.111
17 H 0.056
18 H 0.076
19 H 0.105
20 H 0.094
21 H 0.081
22 H 0.095
23 H 0.060
24 H 0.080
25 H 0.098
26 H 0.098
27 H 0.080
28 H 0.065
29 H 0.104
30 O 0.076
31 C -0.265
32 C 0.016
33 C -0.045
34 C -0.063
35 C -0.026
36 C -0.107
37 C -0.349
38 O -0.345
39 N 0.041
40 N -0.047
41 C -0.190
42 C -0.581
43 Br 0.855
44 C -0.049
45 C -0.221
46 C -0.010
47 C -0.047
48 C -0.046
49 C -0.059
50 C -0.059
51 H 0.067
52 H 0.129
53 H 0.119
54 H 0.112
55 H 0.117
56 H 0.138
57 H 0.174
58 H 0.153
59 H 0.127
60 H 0.122
61 H 0.118
62 H 0.117
63 H 0.111
64 H 0.087
65 F 0.111
66 C -0.250
67 C 0.030
68 C -0.131
69 C -0.329
70 C -0.123
71 C 0.034
72 H 0.133
73 H 0.084
74 H 0.115
75 H 0.136

---

No. 6
This record from the OMol25 dataset describes a gas-phase ion, FHN5 (charge +1) in a non-equilibrium geometry. The level of theory is ωB97M-V with the def2-TZVPD basis set.

Properties
Charge   +1
ΔE to the lowest compared entry with this formula, charge and spin   0.1801 eV
Kohn-Sham gap   12.590 eV
SMILES   F[n+]1nn[nH]n1
HOMO level   -19.1 eV

CARTESIAN COORDINATES (ANGSTROEM)
F -2.686 -2.419 0.477
N -1.691 -1.601 0.021
N -1.515 -1.396 -1.252
N -0.642 -0.553 -1.373
N -0.254 -0.205 -0.099
N -0.958 -0.881 0.740
H 0.450 0.419 0.230

Charges in e, computed with Löwdin, in the same order as the atoms:
1 F 0.206
2 N -0.086
3 N 0.157
4 N 0.155
5 N 0.140
6 N 0.232
7 H 0.196

---

No. 7
This record from the OMol25 dataset describes a molecular structure, C41H59BrInN5OPSSb2 in a non-equilibrium geometry. The level of theory is ωB97M-V with the def2-TZVPD basis set.

Properties
Charge   +3
ΔE to the lowest compared entry with this formula, charge and spin   0.0000 eV
Kohn-Sham gap   8.039 eV
HOMO level   -15.7 eV

CARTESIAN COORDINATES (ANGSTROEM)
In -0.197 -0.966 0.189
C -2.613 -1.892 -3.419
Sb -1.411 -2.721 -1.898
C -0.222 -4.098 -3.050
C -2.741 -4.038 -0.834
C -3.940 -3.307 -0.260
C -4.961 -2.912 -1.136
C -6.110 -2.315 -0.683
C -6.252 -2.081 0.673
C -5.241 -2.398 1.535
C -4.050 -2.990 1.096
C -2.974 -3.317 2.115
Sb -1.762 -1.561 2.502
C -0.777 -2.013 4.285
C -3.180 -0.092 3.053
H -3.289 -2.662 -3.761
H -1.949 -1.611 -4.225
H -3.245 -1.054 -3.065
H -0.893 -4.704 -3.638
H 0.407 -4.753 -2.403
H 0.424 -3.433 -3.660
H -2.105 -4.581 -0.154
H -3.054 -4.742 -1.604
H -4.913 -3.178 -2.189
H -6.892 -2.173 -1.363
H -7.191 -1.675 1.048
H -5.475 -2.193 2.593
H -2.320 -4.098 1.801
H -3.435 -3.543 3.098
H -1.428 -1.902 5.135
H 0.115 -1.397 4.401
H -0.393 -3.025 4.320
H -3.873 -0.531 3.752
H -3.729 0.241 2.205
H -2.611 0.701 3.563
O 1.424 0.264 0.731
P 2.837 0.839 0.647
N 3.401 0.387 -0.806
C 4.843 0.367 -1.187
C 4.925 1.132 -2.543
C 3.587 0.726 -3.177
C 2.605 0.678 -2.005
N 2.716 2.498 0.781
C 3.875 3.430 0.597
C 3.570 4.535 1.582
C 2.045 4.608 1.472
C 1.580 3.186 1.440
N 3.885 0.170 1.679
C 4.214 -1.255 1.634
C 4.669 -1.513 3.047
C 5.411 -0.202 3.410
C 4.571 0.899 2.812
H 5.170 -0.699 -1.276
H 5.472 0.884 -0.431
H 5.771 0.882 -3.190
H 4.867 2.202 -2.343
H 3.687 -0.260 -3.628
H 3.245 1.447 -3.932
H 1.829 -0.075 -2.176
H 2.095 1.642 -1.876
H 3.826 3.840 -0.420
H 4.838 2.922 0.783
H 4.123 5.448 1.436
H 3.979 4.192 2.546
H 1.773 5.058 0.533
H 1.608 5.198 2.284
H 0.671 3.042 0.841
H 1.437 2.764 2.433
H 5.055 -1.343 0.943
H 3.374 -1.815 1.250
H 5.329 -2.375 3.173
H 3.819 -1.636 3.725
H 6.403 -0.272 2.980
H 5.540 -0.036 4.477
H 5.179 1.748 2.444
H 3.791 1.289 3.448
Br 4.321 -6.330 0.107
C 3.198 -4.839 0.196
C 2.476 -4.586 1.365
C 1.630 -3.501 1.411
N 1.343 -2.756 0.339
C 2.076 -2.973 -0.772
C 3.043 -3.994 -0.879
H 2.598 -5.229 2.213
H 1.094 -3.320 2.313
H 1.836 -2.346 -1.627
H 3.579 -4.185 -1.789
N -1.364 0.863 -0.259
S -1.713 1.841 -1.502
C -3.379 1.546 -2.027
C -3.509 1.883 -3.399
C -4.800 1.967 -3.941
C -5.861 1.548 -3.179
C -5.734 1.187 -1.842
C -4.480 1.145 -1.247
C -1.804 3.502 -0.963
C -0.744 4.286 -1.334
C -0.736 5.631 -0.965
C -1.815 6.134 -0.233
C -2.884 5.311 0.100
C -2.865 3.961 -0.223
H -1.725 1.272 0.597
H -2.598 2.138 -3.946
H -4.919 2.349 -4.967
H -6.841 1.536 -3.631
H -6.637 0.950 -1.324
H -4.304 0.839 -0.175
H 0.077 3.833 -1.907
H 0.049 6.283 -1.317
H -1.894 7.180 0.025
H -3.739 5.729 0.618
H -3.738 3.362 0.003

Atom charges from the Löwdin analysis, given in e for atoms 1 to 99:
1 In 0.453
2 C -0.262
3 Sb 1.408
4 C -0.254
5 C -0.274
6 C -0.267
7 C -0.047
8 C -0.059
9 C -0.061
10 C -0.059
11 C -0.280
12 C -0.252
13 Sb 1.417
14 C -0.283
15 C -0.249
16 H 0.021
17 H 0.023
18 H 0.014
19 H 0.023
20 H 0.027
21 H 0.027
22 H 0.048
23 H 0.084
24 H 0.116
25 H 0.105
26 H 0.126
27 H 0.130
28 H 0.040
29 H 0.096
30 H 0.030
31 H 0.023
32 H 0.020
33 H 0.028
34 H -0.013
35 H 0.039
36 O -0.363
37 P 0.576
38 N -0.185
39 C -0.161
40 C -0.131
41 C -0.161
42 C -0.204
43 N -0.163
44 C -0.178
45 C -0.152
46 C -0.159
47 C -0.183
48 N -0.185
49 C -0.186
50 C -0.147
51 C -0.147
52 C -0.140
53 H 0.122
54 H 0.117
55 H 0.126
56 H 0.108
57 H 0.113
58 H 0.123
59 H 0.082
60 H 0.111
61 H 0.120
62 H 0.106
63 H 0.121
64 H 0.122
65 H 0.098
66 H 0.131
67 H 0.095
68 H 0.117
69 H 0.117
70 H 0.074
71 H 0.124
72 H 0.115
73 H 0.121
74 H 0.124
75 H 0.111
76 H 0.114
77 Br 0.897
78 C -0.671
79 C -0.062
80 C -0.130
81 N -0.064
82 C -0.150
83 C -0.062
84 H 0.119
85 H 0.098
86 H 0.087
87 H 0.120
88 N -0.398
89 S 1.060
90 C -0.426
91 C -0.079
92 C -0.042
93 C -0.053
94 C -0.055
95 C -0.081
96 C -0.431
97 C -0.096
98 C -0.040
99 C -0.026

---

No. 8
This record from the OMol25 dataset describes C4H5N3O in the gas phase in a non-equilibrium geometry. The level of theory is ωB97M-V with the def2-TZVPD basis set.

Properties
ΔE to the lowest compared entry with this formula, charge and spin   1.5040 eV
Kohn-Sham gap   8.774 eV
SMILES   [H]/N=c1\[nH]ccn1C=O
HOMO level   -8.1 eV

CARTESIAN COORDINATES (ANGSTROEM)
H 0.051 -0.622 2.761
N -0.327 0.044 2.118
C 0.055 -0.233 0.944
N 0.758 -1.273 0.406
C 0.750 -1.176 -0.955
C 0.172 -0.069 -1.342
N -0.357 0.558 -0.166
C -1.073 1.764 -0.210
O -1.427 2.466 0.686
H 1.337 -1.888 0.966
H 1.180 -1.965 -1.601
H 0.084 0.340 -2.353
H -1.203 2.054 -1.255

Charges in e, computed with Löwdin, in the same order as the atoms:
1 H 0.033
2 N 0.149
3 C -0.433
4 N 0.092
5 C -0.138
6 C -0.072
7 N 0.029
8 C -0.283
9 O 0.080
10 H 0.162
11 H 0.131
12 H 0.124
13 H 0.126

---

Going through the records in order, we get electronic energy values of -12762.916 -6357.409 -20891.369 -63584.908 -180508.748 -10170.400 -161366.129 -10746.111 eV.